Entry 1:
This record from the OMol25 dataset describes the molecule C5H11FN2 in a non-equilibrium geometry. The level of theory is wB97M-V/def2-TZVPD.

Last column: natural (NBO) charge in e.
Positions of all 19 atoms, in Å:
C: 1.597 0.293 1.515  -0.4174
C: 1.302 0.160 0.236  -0.0096
C: 1.915 -0.712 -0.799  -0.6399
C: -2.390 0.470 -0.853  -0.4091
C: -0.035 0.880 -0.184  0.2911
N: -1.311 -0.627 0.995  -0.6898
N: -1.143 -0.022 -0.298  -0.3010
F: -0.319 1.817 0.844  -0.4086
H: 1.008 0.801 2.274  0.2222
H: 2.635 -0.056 1.922  0.1948
H: 2.201 -1.573 -0.368  0.2232
H: 2.822 -0.153 -1.243  0.2191
H: 1.180 -0.911 -1.471  0.2247
H: -2.968 -0.326 -0.587  0.2158
H: -2.709 1.257 -0.264  0.1730
H: -2.113 0.738 -1.919  0.2128
H: 0.315 1.566 -0.983  0.1890
H: -0.456 -0.729 1.510  0.3750
H: -1.941 -0.137 1.589  0.3344

The largest force on an atom is 0.101 Eh/bohr. Its net charge is 0. Its multiplicity is 1. Its total energy is -406.3700 Ha. The energy above the lowest of the compared OMol25 structures with the same formula, charge and spin is 71.1 kcal per mole. The value obtained for the orbital gap is 0.346 Eh.


Entry 2:
This record from the OMol25 dataset describes a cluster of 2 separate species, C14H16O2 in total in a non-equilibrium geometry. The level of theory is wB97M-V/def2-TZVPD.

Last column: natural (NBO) charge in e.
Positions of all 32 atoms, in Å:
C: 2.599 -0.864 2.402  -0.6361
C: 0.547 2.077 1.315  -0.2839
C: 1.665 1.346 1.742  -0.2164
C: -0.697 1.516 1.156  0.3366
C: 1.449 0.050 2.127  -0.0207
C: -0.913 0.179 1.557  -0.2625
C: 0.146 -0.506 2.126  -0.2033
O: -1.793 2.228 0.692  -0.7045
H: 0.563 3.143 1.099  0.2180
H: 2.625 1.832 1.647  0.2184
H: -2.469 2.070 1.339  0.4761
H: -1.896 -0.267 1.488  0.2128
H: 2.471 -1.768 3.007  0.2182
H: 3.428 -0.346 2.887  0.2140
H: -0.014 -1.455 2.618  0.2136
H: 2.855 -1.285 1.427  0.2235
C: 0.109 2.070 -2.318  -0.6328
C: -1.672 -1.229 -1.256  -0.2969
C: -0.616 -2.109 -1.325  0.2797
C: -1.448 0.104 -1.646  -0.1863
C: -0.212 0.635 -1.905  -0.0284
C: 0.655 -1.633 -1.676  -0.2554
C: 0.858 -0.276 -1.922  -0.1917
O: -0.666 -3.460 -1.004  -0.6813
H: -2.711 -1.492 -1.111  0.2152
H: -2.336 0.726 -1.660  0.2119
H: 1.423 -2.373 -1.843  0.2210
H: -1.445 -3.773 -1.440  0.4729
H: 0.319 2.130 -3.382  0.2180
H: 0.934 2.410 -1.698  0.2215
H: 1.804 -0.027 -2.392  0.2083
H: -0.757 2.688 -2.086  0.2205

The largest force on an atom is 0.032 Eh/bohr. Its net charge is 0. Its multiplicity is 1. Its total energy is -693.5282 Ha. The energy above the lowest of the compared OMol25 structures with the same formula, charge and spin is 17.8 kcal per mole. The value obtained for the orbital gap is 0.335 Eh.